51
Properties=species:S:1:pos:R:3:mulliken_charge:R:1 method="wB97M-V/def2-TZVPD" de_lowest_kj_mol=42.7 max_force_ev_per_a=4.54 orbital_gap_ha=0.1583 energy_ev=-228014.163 homo_energy_ev=-6.577
Sr 0.958 -1.088 -1.213 1.170
Br -1.077 -3.158 -1.668 -0.780
C -1.812 0.883 3.079 -0.905
N -2.081 -0.372 2.420 0.028
C -3.402 -0.635 1.855 -0.375
C -3.182 -1.934 1.061 -0.519
N -1.783 -2.253 1.346 0.025
C -1.178 -1.263 2.004 0.164
S 0.516 -1.128 2.300 -0.452
H -1.906 1.707 2.366 0.235
H -0.804 0.870 3.481 0.317
H -2.526 1.029 3.891 0.295
H -3.693 0.198 1.210 0.184
H -4.141 -0.741 2.651 0.404
H -3.307 -1.789 -0.012 0.258
H -3.833 -2.740 1.393 0.354
H -1.267 -2.790 0.651 0.072
C 2.073 1.751 0.491 -0.511
O 2.476 0.376 0.486 -0.198
H 2.637 2.314 1.236 0.341
H 1.005 1.826 0.680 0.047
H 2.286 2.151 -0.498 0.243
H 2.265 0.003 1.350 0.087
Se 4.561 -0.181 -1.875 0.314
N 5.342 -1.122 -0.600 -0.758
C 4.537 -2.106 -0.311 0.669
C 4.771 -3.116 0.702 -0.491
C 3.804 -4.021 0.914 -0.447
C 2.556 -3.967 0.165 -0.460
N 2.287 -3.117 -0.769 -0.386
C 3.299 -2.194 -1.041 1.313
N 3.122 -1.272 -1.978 -0.971
H 5.690 -3.104 1.270 0.461
H 3.908 -4.791 1.666 0.396
H 1.766 -4.675 0.398 0.418
C -3.274 2.912 -1.808 -1.238
Ge -1.411 2.303 -1.750 0.423
C -0.750 2.384 -3.598 -1.195
C -0.462 3.687 -0.712 -1.299
C -1.150 0.561 -1.039 -0.847
H -3.399 3.878 -2.304 0.382
H -3.661 3.002 -0.789 0.344
H -3.881 2.175 -2.340 0.357
H -0.987 3.320 -4.107 0.346
H -1.189 1.563 -4.170 0.354
H 0.337 2.257 -3.613 0.291
H -0.968 4.652 -0.778 0.442
H 0.563 3.829 -1.060 0.318
H -0.432 3.398 0.341 0.313
H -1.917 -0.119 -1.430 0.401
H -1.285 0.644 0.054 0.067

=====

45
Properties=species:S:1:pos:R:3:mulliken_charge:R:1 method="wB97M-V/def2-TZVPD" spin_multiplicity=5 de_lowest_kj_mol=0.0 total_charge=-2 max_force_ev_per_a=2.75 orbital_gap_ha="0.1998 / 0.2337" energy_ev=-46660.496 s_squared=6.05 homo_energy_ev="0.063 / -0.884"
C -1.802 -0.666 -1.073 -0.461
C -1.790 -1.473 0.122 1.864
C -0.540 -2.121 0.217 0.964
C -2.936 -1.685 1.007 -1.494
C 0.196 -1.847 -0.950 0.439
C -0.543 -0.887 -1.750 1.147
C -0.323 -0.609 -3.183 -2.112
C -3.009 -0.093 -1.712 -1.684
C -0.162 -3.089 1.265 -1.811
C 1.391 -2.579 -1.401 -1.742
Ru -0.315 0.871 -0.338 0.499
Cl -1.066 -0.579 3.409 -0.829
Cl -2.198 1.810 0.621 -0.498
O 1.555 0.543 -0.865 -0.781
H -3.769 -1.034 0.738 0.349
H -2.635 -1.435 2.044 0.072
H -3.263 -2.733 1.003 0.282
H -0.479 -2.720 2.250 0.282
H 0.917 -3.249 1.298 0.368
H -0.642 -4.052 1.063 0.281
H 2.096 -2.791 -0.589 0.385
H 1.923 -2.031 -2.185 0.397
H 1.083 -3.552 -1.807 0.345
H 0.743 -0.487 -3.399 0.424
H -0.825 0.314 -3.482 0.421
H -0.709 -1.442 -3.786 0.234
H -3.656 0.343 -0.947 0.360
H -3.582 -0.860 -2.252 0.245
H -2.730 0.703 -2.407 0.395
H 1.903 -0.094 -0.216 0.144
O -0.517 2.196 -1.763 -0.768
H 0.338 2.239 -2.242 0.234
C 2.423 3.142 0.390 -1.373
C 2.046 2.132 1.480 1.158
C 2.390 2.707 2.851 -1.647
C 0.583 1.719 1.471 -0.905
H 1.719 3.984 0.385 0.268
H 2.403 2.651 -0.588 0.161
H 3.440 3.526 0.561 0.442
H 2.642 1.226 1.319 0.100
H 1.755 3.584 3.040 0.344
H 2.197 1.971 3.633 0.379
H 3.440 3.012 2.895 0.449
H 0.369 0.863 2.151 0.129
H -0.059 2.575 1.724 0.543

=====

48
Properties=species:S:1:pos:R:3:mulliken_charge:R:1 method="wB97M-V/def2-TZVPD" spin_multiplicity=2 de_lowest_kj_mol=0.0 total_charge=+3 max_force_ev_per_a=4.79 orbital_gap_ha="0.1943 / 0.3019" energy_ev=-50530.298 s_squared=0.75 homo_energy_ev="-15.336 / -18.168"
C 0.002 -0.109 -6.384 -0.660
C 0.006 0.966 -5.441 0.683
H 0.004 0.286 -7.425 0.380
H -0.917 -0.712 -6.216 0.331
H 0.915 -0.722 -6.215 0.332
O 0.014 1.807 -4.654 -0.080
I -0.018 -2.244 -2.629 -0.331
Hf -0.049 -0.577 -0.443 0.806
P 2.484 -0.132 -0.362 0.871
C 3.222 1.177 0.668 -1.192
C 3.387 -1.558 0.347 -1.193
H 4.454 -1.425 0.127 0.444
H 4.462 -0.208 -1.716 0.437
H 3.043 -2.487 -0.115 0.382
H 3.004 -0.657 -2.658 0.308
H 2.948 1.034 1.720 0.330
H 3.241 -1.628 1.429 0.284
C 3.414 0.037 -1.920 -1.195
H 4.319 1.147 0.580 0.409
H 3.327 1.063 -2.286 0.374
H 2.854 2.157 0.345 0.388
P -2.539 -0.053 -0.447 0.899
C -3.240 1.279 0.550 -1.176
C -3.411 0.112 -2.018 -1.201
H -3.155 -2.396 -0.248 0.390
H -4.510 -1.281 0.092 0.471
H -3.241 -1.580 1.329 0.354
C -3.443 -1.471 0.259 -1.250
H -2.997 -0.592 -2.746 0.320
H -4.467 -0.117 -1.828 0.426
H -4.337 1.202 0.514 0.429
H -2.917 2.246 0.151 0.396
H -3.295 1.135 -2.385 0.377
H -2.908 1.212 1.595 0.300
C 0.022 1.598 -0.514 0.326
O 0.005 2.739 -0.260 -0.294
O -0.046 -0.767 1.506 -0.721
N -0.044 -0.606 2.887 0.407
C -1.188 -0.195 3.490 -0.113
C -1.111 0.392 4.743 -0.838
C 0.116 0.468 5.407 -0.128
C 1.236 -0.115 4.812 -0.765
C 1.121 -0.707 3.567 0.006
H -2.121 -0.272 2.936 0.505
H -1.991 0.910 5.124 0.413
H 0.189 0.969 6.375 0.451
H 2.207 -0.124 5.317 0.418
H 1.946 -1.203 3.042 0.487

=====

50
Properties=species:S:1:pos:R:3:mulliken_charge:R:1 method="wB97M-V/def2-TZVPD" de_lowest_kj_mol=213.2 max_force_ev_per_a=2.56 smiles="C[C@H]1COC(=O)O1.C[C@H]1COC(=O)O1.CN(C)C=O.CN(C)C=O" orbital_gap_ha=0.3615 energy_ev=-34299.444 homo_energy_ev=-9.258
C 17.106 -12.865 -7.607 -1.512
C 15.918 -11.895 -7.597 1.216
C 16.209 -10.444 -7.249 -0.270
O 15.594 -9.719 -8.361 -0.351
C 15.089 -10.584 -9.242 0.615
O 14.618 -10.282 -10.286 -0.570
O 15.170 -11.847 -8.789 -0.373
H 17.792 -12.481 -8.371 0.315
H 16.814 -13.857 -7.939 0.317
H 17.682 -12.848 -6.685 0.404
H 15.286 -12.309 -6.803 -0.279
H 17.238 -10.101 -7.296 0.256
H 15.676 -10.188 -6.339 0.231
C 18.023 -17.083 -9.517 -1.280
C 19.373 -16.423 -9.708 0.516
C 19.753 -15.875 -11.097 -0.495
O 20.234 -14.568 -10.814 -0.346
C 20.023 -14.232 -9.502 0.647
O 20.240 -13.152 -9.084 -0.505
O 19.383 -15.249 -8.874 -0.351
H 17.351 -16.671 -8.768 0.314
H 18.022 -18.163 -9.389 0.310
H 17.466 -16.849 -10.436 0.338
H 20.241 -17.032 -9.425 0.299
H 18.896 -15.871 -11.775 0.288
H 20.582 -16.435 -11.526 0.282
C 18.060 -4.831 -4.299 -0.916
N 17.650 -6.036 -5.033 0.073
C 17.075 -5.703 -6.317 -0.794
C 18.037 -7.239 -4.549 0.187
O 17.798 -8.299 -5.108 -0.560
H 18.774 -4.231 -4.864 0.305
H 18.448 -5.072 -3.310 0.313
H 17.179 -4.207 -4.119 0.311
H 16.089 -5.271 -6.145 0.309
H 17.729 -5.036 -6.878 0.305
H 16.980 -6.633 -6.881 0.208
H 18.439 -7.171 -3.526 0.258
C 12.530 -13.098 -5.584 -0.974
N 11.481 -13.683 -4.757 0.120
C 11.122 -13.038 -3.510 -0.826
C 10.766 -14.749 -5.146 0.130
O 10.913 -15.318 -6.215 -0.585
H 13.384 -12.952 -4.924 0.325
H 12.090 -12.187 -5.998 0.330
H 12.761 -13.751 -6.419 0.336
H 10.452 -13.635 -2.900 0.276
H 11.968 -12.584 -2.995 0.267
H 10.484 -12.155 -3.702 0.347
H 9.955 -15.006 -4.454 0.239

=====

50
Properties=species:S:1:pos:R:3:mulliken_charge:R:1 method="wB97M-V/def2-TZVPD" max_force_ev_per_a=4.22 orbital_gap_ha=0.3413 energy_ev=-59670.684 homo_energy_ev=-8.948
C -2.784 -2.392 1.822 -0.854
C -2.008 -3.383 1.377 -0.183
C -2.024 -3.856 -0.009 0.514
O -2.838 -4.685 -0.504 -0.582
O -1.004 -3.295 -0.692 -0.066
C -0.596 -4.029 -1.850 -0.665
C 0.682 -3.442 -2.344 -0.997
C 0.600 -1.955 -2.682 -0.669
C 1.609 -1.095 -1.944 -1.013
C 1.197 0.383 -1.846 -1.274
C 0.820 0.836 -0.441 -0.363
C -0.282 1.873 -0.346 0.621
P -0.606 2.855 -1.910 0.249
N -1.042 4.334 -1.698 -0.762
O -1.571 1.144 -0.150 -0.226
S -2.634 2.117 0.575 1.043
O -3.120 1.504 1.761 -0.611
O -3.535 2.576 -0.418 -0.562
O -1.587 3.245 1.000 -0.425
C -0.289 2.607 0.958 -0.130
C 0.874 3.450 1.385 -0.851
S 1.503 3.067 3.032 -0.151
C 2.072 1.381 2.889 0.033
C 2.690 0.995 4.199 -1.525
H -3.638 -2.045 1.278 0.308
H -2.566 -1.908 2.749 0.298
H -1.324 -3.870 2.043 0.369
H -1.360 -4.012 -2.609 0.325
H -0.442 -5.052 -1.547 0.512
H 1.414 -3.593 -1.570 0.372
H 0.976 -3.995 -3.215 0.407
H -0.388 -1.584 -2.471 0.445
H 0.761 -1.818 -3.738 0.485
H 1.750 -1.503 -0.960 0.571
H 2.535 -1.138 -2.487 0.279
H 0.400 0.543 -2.552 0.676
H 2.053 0.943 -2.175 0.530
H 1.708 1.175 0.058 -0.128
H 0.478 -0.027 0.103 0.479
H -1.535 2.041 -2.565 0.085
H 0.600 2.728 -2.615 0.110
H -1.964 4.496 -2.066 0.283
H -0.403 1.810 1.678 0.570
H 1.663 3.436 0.657 0.355
H 0.558 4.471 1.489 0.425
H 2.774 1.249 2.086 0.267
H 1.255 0.708 2.681 0.268
H 2.864 -0.066 4.237 0.407
H 3.639 1.484 4.321 0.358
H 2.064 1.289 5.023 0.394